[1]
Density functional theory data (the ωB97M-V functional and the def2-TZVPD basis) for C2H13F4HfO5 as an isolated structure.

```
! RIJCOSX wB97M-V def2-TZVPD def2/J DEFGRID3
* xyz -1 1
F 18.66127 12.25013 16.45484
H 22.71224 15.93832 13.93211
O 22.30600 15.13272 16.52463
F 23.08962 12.18305 17.26019
H 21.77041 14.50525 19.76752
H 18.88166 14.61884 15.15093
O 21.37032 12.87088 14.80147
H 24.43387 16.44318 14.31119
C 23.27191 16.00044 16.08628
O 22.13363 13.88717 19.13327
H 20.22624 10.05162 16.13730
H 23.02192 13.71630 19.44630
H 21.13411 13.35264 14.00880
F 19.52233 14.45964 18.49956
H 21.69929 10.05529 16.48662
F 20.32190 11.53107 18.86998
O 21.01270 10.59565 16.09567
O 19.65736 14.75849 15.69409
C 23.57436 15.83396 14.59084
H 24.15812 16.04122 16.71959
H 21.53541 11.97776 14.49925
H 22.83839 16.99226 16.21458
H 19.95814 15.63696 15.46161
H 23.98172 14.82608 14.51127
Hf 20.85499 13.14278 17.15119
*
```

E_LUMO: 2.6 eV
Orbital gap: 7.178 eV
Highest occupied orbital energy: -4.53 eV

[2]
Density functional theory data (the ωB97M-V functional and the def2-TZVPD basis) for a 2-piece molecular cluster, C20H21BrN3O5S overall.

```
! RIJCOSX wB97M-V def2-TZVPD def2/J DEFGRID3
* xyz -1 1
C 1.26434 6.96086 -2.76150
N 0.86386 -1.45697 1.38259
H 1.57477 -2.76456 -1.59457
C 1.26460 -5.50308 6.32714
H 2.55976 3.86339 -4.62354
H -6.66909 0.32475 -0.77428
H 0.80396 5.59435 -1.17744
Br -0.35028 2.26216 -4.42214
C 1.77092 -6.04273 5.16009
H 0.92136 7.83086 -2.22548
C -2.42880 -1.04003 -0.54846
O 2.60591 2.10777 -2.75615
C -5.73897 0.23594 -1.33811
H 2.22636 -7.01926 5.17641
H 1.31918 -6.05819 7.24698
O -3.42425 -0.44858 -1.28223
C -0.01356 -1.65449 -0.71013
H 1.18885 -3.79221 1.87855
H -5.93237 -0.38517 -2.21306
C 0.70677 -4.24098 6.31803
C 0.93600 -1.93745 2.67986
C 1.16260 -4.05122 3.96320
C 1.65506 4.61209 -2.85678
O 1.50468 3.26159 -0.60054
H 1.06619 -1.36503 -2.53506
H -0.57266 1.76396 -1.92714
O -2.58617 -1.41301 0.59706
C -1.15792 -1.20020 -1.25247
H 2.11897 -5.74050 3.07743
C 2.25933 5.98245 -4.70899
C -0.01030 2.37371 -2.59526
H 1.87366 8.06252 -4.47745
H -5.46455 1.22780 -1.69793
H -4.38022 0.25415 0.36436
H 2.68908 6.08907 -5.69166
C 1.22650 -1.73336 -1.52163
H -4.84605 -1.36344 -0.16409
C 2.18712 4.73907 -4.11769
O 0.85221 -1.22625 3.66101
C 1.71191 -5.33006 3.98490
H -1.15159 -0.89763 -2.28282
N 1.11710 -3.30709 2.77260
H 0.30840 -3.81511 7.22484
C 1.80029 7.08904 -4.02577
C 1.19407 5.71471 -2.17528
N 0.07245 -2.02284 0.62195
H 2.01347 -1.13448 -1.06262
S 1.58423 2.99239 -2.08132
C 0.66678 -3.52170 5.15053
C -4.60794 -0.35279 -0.52290
H 0.26400 -2.52424 5.13698
*
```

E_LUMO: 1.5 eV
Orbital gap: 4.273 eV
Highest occupied orbital energy: -2.74 eV

[3]
Density functional theory data (the ωB97M-V functional and the def2-TZVPD basis) for a 2-piece molecular cluster, CH2N4O3 overall.

```
! RIJCOSX wB97M-V def2-TZVPD def2/J DEFGRID3
* xyz 0 1
O 1.20088 -2.02432 0.30863
C 2.40116 -0.10238 -0.02173
O -1.21582 1.95488 -0.62005
O 0.06212 0.76293 0.69209
N 3.30701 0.56154 -0.36116
H -2.65953 -0.13159 -0.40793
N -1.84982 -0.05114 0.08394
H -1.69010 -0.90060 0.59545
N 1.40255 -1.02138 -0.26281
N -0.95846 0.95206 -0.00645
*
```

E_LUMO (spin up / spin down): -1.5 / -1.5 eV
Orbital gap (spin up / spin down): 8.560 / 8.559 eV
Highest occupied orbital energy (spin up / spin down): -10.11 / -10.11 eV
SMILES: N[N+](=O)[O-].N#CN=O

[4]
Density functional theory data (the ωB97M-V functional and the def2-TZVPD basis) for a 2-piece molecular cluster, C7H8FNOS overall.

```
! RIJCOSX wB97M-V def2-TZVPD def2/J DEFGRID3
* xyz 0 1
C -2.60794 -0.98460 0.83471
H 4.57787 1.36691 1.35351
H -2.92711 -1.93188 1.27037
N 3.08095 0.98150 -0.16098
H -1.48373 1.71609 -1.76370
C -3.52066 -0.36851 -0.00355
C -0.99011 0.15675 -0.22053
C -3.14641 0.60046 -0.90467
S 1.83658 -0.01808 -0.30678
C -1.78646 0.87910 -1.04013
O 1.94462 -1.24426 0.55033
H -0.41791 -1.28305 1.22080
C -1.23508 -0.69710 0.79909
H -3.85175 1.39055 -1.39080
H -4.53266 -0.68752 0.01716
F 1.97764 -0.65232 -1.88445
H 3.95962 -0.33768 1.05781
C 4.13243 0.66723 0.65006
H 4.99011 0.44640 -0.07826
*
```

E_LUMO (spin up / spin down): -2.7 / -0.5 eV
Orbital gap (spin up / spin down): 5.570 / 9.411 eV
Highest occupied orbital energy (spin up / spin down): -8.26 / -9.87 eV

[5]
Density functional theory data (the ωB97M-V functional and the def2-TZVPD basis) for a 2-piece molecular cluster, C4H12N3 overall.

```
! RIJCOSX wB97M-V def2-TZVPD def2/J DEFGRID3
* xyz 1 1
N 1.13120 0.84659 1.82975
H 2.04307 0.37065 1.99007
H -1.45614 2.41831 0.23258
H -1.44448 -1.44378 -0.56989
H 2.14575 -1.29612 -1.56542
H 1.48262 0.36977 -1.66546
C 1.60854 -0.64155 -2.12738
C -1.80511 1.87382 1.04507
H -2.01192 -1.23533 1.00676
H 0.60269 -1.08811 -2.14707
C -0.08106 0.41748 1.34614
H -2.78949 2.27974 1.39611
C -1.15324 -1.59964 0.52110
H 1.97839 -0.57958 -3.22749
N -1.25956 1.00553 1.73508
H 1.24400 1.66611 2.40036
N -0.00913 -0.79251 0.77838
H 0.95095 -1.07128 0.60613
H -0.91433 -2.68183 0.48969
*
```

E_LUMO: -3.8 eV
Orbital gap: 10.777 eV
Highest occupied orbital energy: -14.56 eV

[6]
Density functional theory data (the ωB97M-V functional and the def2-TZVPD basis) for a 2-piece molecular cluster, C5H12N2O2 overall.

```
! RIJCOSX wB97M-V def2-TZVPD def2/J DEFGRID3
* xyz 0 1
H 1.34521 0.35571 -1.73533
N -1.33191 -1.47669 0.05688
C -0.17815 1.40367 -0.60064
N 0.62340 2.14404 0.21443
H -0.32530 -3.65283 1.37208
H 0.74699 1.85615 -2.51002
H -0.73237 3.27306 1.37670
C 0.14574 2.61690 1.49912
O 0.89145 -1.04608 0.13954
H -2.09716 -2.15349 0.11074
H -1.53430 -0.48802 -0.11072
H 1.57469 2.36666 -0.08891
C -0.02606 -1.85244 0.20333
H -0.28107 0.38924 -2.48595
C 0.45201 0.97883 -1.91011
C 0.18300 -3.33087 0.44764
H -0.20636 -3.92788 -0.39414
O -1.32636 1.11170 -0.27957
H 1.26260 -3.53153 0.55159
H -0.13418 1.77262 2.15137
H 0.94812 3.19125 1.99197
*
```

E_LUMO: 0.9 eV
Orbital gap: 10.444 eV
Highest occupied orbital energy: -9.50 eV
SMILES: CNC(C)=O.CC(N)=O

[7]
Density functional theory data (the ωB97M-V functional and the def2-TZVPD basis) for an isolated ion of composition C7H5BrF3N2O2 and charge -1.

```
! RIJCOSX wB97M-V def2-TZVPD def2/J DEFGRID3
* xyz -1 1
F 2.45131 1.30450 -1.24909
H -1.27224 0.63824 -1.90798
O -0.13140 1.85492 2.90488
C -0.95811 0.10085 -0.93644
O 0.26119 2.20082 0.73592
C 0.37962 0.16217 -0.65549
C 0.96317 -0.48975 0.43171
C -1.36078 -2.02254 0.23145
N 0.78700 0.05234 1.67898
F 1.55261 0.06037 -2.82106
H -2.00370 -2.79670 0.35222
F 0.66486 1.90478 -2.22095
C 1.26500 0.84382 -1.74958
C -1.88864 -0.55696 0.07999
Br 2.64037 -1.42942 -0.00396
N -0.17218 -2.27303 0.27962
H 1.06034 -0.62409 2.32541
H -2.90519 -0.55498 -0.17862
H -1.57683 0.00840 0.91440
C 0.24359 1.61625 1.78859
*
```

E_LUMO (spin up / spin down): 3.2 / 3.2 eV
Orbital gap (spin up / spin down): 7.727 / 7.730 eV
Highest occupied orbital energy (spin up / spin down): -4.50 / -4.50 eV

[8]
Density functional theory data (the ωB97M-V functional and the def2-TZVPD basis) for C5H8NO2 as an isolated structure.

```
! RIJCOSX wB97M-V def2-TZVPD def2/J DEFGRID3
* xyz 1 1
O -1.28115 -0.77739 -1.76401
O 1.48818 0.91366 -1.29524
C 0.31640 0.53998 -0.60006
C 0.34533 -1.88304 -0.20990
H -1.48824 1.84067 -0.36589
H 0.07699 2.49977 -0.90405
H -0.94544 1.46123 -1.92861
H 0.80734 0.56956 2.24361
H -0.46616 -2.66378 -0.11301
H 1.94749 0.28889 -1.84427
C 0.85220 -1.29235 1.06486
H 1.13915 -2.24971 -0.77321
C 0.73673 -0.01791 1.25972
C -0.37308 -0.78598 -0.95504
N -0.61071 1.71202 -0.88841
H 1.33908 -2.02361 1.66143
*
```

E_LUMO: -3.8 eV
Orbital gap: 10.229 eV
Highest occupied orbital energy: -14.07 eV